(1)
Computed, not measured: the molecule C5H9N3O3 in a non-equilibrium geometry, with ωB97M-V/def2-TZVPD.

Each line ends with the natural charge from an NBO analysis.
Element x y z (Å)
H (-0.97, 1.74, -0.96)  0.231
H (-0.62, 0.17, -1.82)  0.221
C (1.99, -0.97, -0.28)  0.158
H (-2.50, -1.47, -1.07)  0.359
H (-0.03, 0.89, 2.13)  0.487
H (4.23, 1.47, -0.22)  0.500
C (3.00, 0.07, -0.28)  0.484
N (-2.10, -1.41, -0.13)  -0.839
H (-3.07, 0.15, 1.54)  0.373
H (-3.15, 1.23, 0.30)  0.361
N (3.16, -0.79, 0.63)  -0.414
O (0.30, 1.10, 1.24)  -0.695
O (3.48, 1.18, -0.77)  -0.626
H (-1.35, -2.08, -0.07)  0.382
C (-0.13, 0.16, 0.34)  0.496
C (-0.85, 0.67, -0.89)  -0.485
H (2.08, -1.79, -0.99)  0.165
C (-1.63, -0.08, 0.15)  0.209
O (0.68, -0.98, 0.24)  -0.536
N (-2.52, 0.73, 0.92)  -0.831

Calculated values
- E_LUMO (eV) = 0.63
- relative energy (zero: lowest compared OMol25 entry of this formula, charge and spin) (kJ/mol) = 286.78
- HOMO-LUMO gap (eV) = 9.74
- SMILES string = NC1(N)C[C@]1(O)O[C@@H]1N=C1O
- total charge = 0



(2)
Computed, not measured: a cluster of 2 separate species, C19H14F3NO in total in a non-equilibrium geometry, with ωB97M-V/def2-TZVPD.

Each line ends with the natural charge from an NBO analysis.
Element x y z (Å)
C (-1.12, -0.73, -2.96)  0.393
H (-4.50, -0.30, 1.67)  0.231
F (6.29, -0.47, 0.86)  -0.311
H (4.41, -1.82, 1.27)  0.242
F (6.07, 0.71, 2.72)  -0.311
C (-1.21, 1.63, 1.23)  -0.125
H (-4.52, 2.15, 1.51)  0.226
C (-2.38, -0.44, 1.50)  -0.107
C (3.27, 1.32, 1.59)  -0.186
C (4.16, 0.27, 1.45)  -0.067
C (-3.57, 0.24, 1.56)  -0.227
H (-1.91, -1.81, -1.27)  0.181
H (-0.74, 0.19, -4.87)  0.208
H (1.27, 1.91, 1.77)  0.216
C (-3.21, -1.92, -2.95)  0.021
C (-2.09, -1.53, -2.29)  -0.361
H (2.00, -2.28, 1.23)  0.226
C (1.41, -0.22, 1.39)  -0.056
H (-2.42, 3.38, 1.21)  0.228
H (-3.95, -2.52, -2.44)  0.169
C (2.35, -1.27, 1.31)  -0.124
C (3.70, -1.02, 1.34)  -0.194
C (0.03, -0.55, 1.33)  0.070
C (-3.59, 1.62, 1.46)  -0.113
O (-0.09, -0.35, -2.40)  -0.679
H (-0.32, 2.19, 1.03)  0.212
H (-0.15, -1.61, 1.27)  0.212
C (1.92, 1.09, 1.57)  -0.145
C (-1.15, 0.23, 1.36)  -0.080
C (-2.60, -0.86, -4.85)  0.023
H (-2.83, -0.60, -5.88)  0.175
C (-1.43, -0.41, -4.31)  -0.353
C (-2.40, 2.31, 1.30)  -0.219
N (-3.51, -1.60, -4.22)  -0.492
H (3.67, 2.32, 1.70)  0.237
F (5.86, 1.70, 0.75)  -0.311
C (5.65, 0.56, 1.44)  0.970
H (-2.38, -1.52, 1.59)  0.219

Calculated values
- E_LUMO (eV) = -3.44
- relative energy (zero: lowest compared OMol25 entry of this formula, charge and spin) (kJ/mol) = 30.62
- HOMO-LUMO gap (eV) = 2.84
- total charge = 0